i | A cluster of 2 separate species, C4H12NO2 in total, computed with ωB97M-V with the def2-TZVPD basis set.

Bonds (Å) are listed after each position.
Geometry (Å):
1 C -2.6269 0.4046 -0.0357  C2 1.539, H7 1.092, H8 1.084, H9 1.093
2 C -1.1746 -0.0539 -0.2608  C1 1.539, C3 1.528, N6 1.515, H10 1.088
3 C -0.2208 0.9465 -0.9129  C2 1.528, C4 1.492, H11 1.092, H12 1.096
4 C 1.0362 0.2727 -1.3508  C3 1.492, O5 1.205, H13 1.108
5 O 1.3684 -0.8348 -1.0101  C4 1.205
6 N -0.6000 -0.5219 1.0602  C2 1.515, H14 1.021, H15 1.024, H16 1.036
7 H -3.1954 -0.5052 0.1659  C1 1.092
8 H -2.7313 1.1981 0.6954  C1 1.084
9 H -3.0316 0.6925 -1.0089  C1 1.093
10 H -1.2851 -0.8903 -0.9475  C2 1.088
11 H -0.7428 1.3945 -1.7605  C3 1.092
12 H 0.0516 1.7841 -0.2606  C3 1.096
13 H 1.6938 0.8727 -2.0104  C4 1.108
14 H -1.2748 -0.6008 1.8224  N6 1.021
15 H -0.0967 -1.3892 0.8503  N6 1.024
16 H 0.2232 0.0264 1.3668  N6 1.036
17 H 2.4572 -0.6979 2.4228  O19 0.960
18 H 2.6498 0.0169 1.0416  O19 0.965
19 O 2.0432 -0.1175 1.7796  H17 0.960, H18 0.965

**HOMO level**: -14.4 eV
**2S+1**: 1
**Net charge**: +1
**Orbital gap**: 11.327 eV

ii | A cluster of 2 separate species, C4H12NO2 in total, computed with ωB97M-V with the def2-TZVPD basis set.

Bonds (Å) are listed after each position.
Geometry (Å):
1 C -0.7981 0.6673 1.3209  O2 1.364, C3 1.611, H8 1.083, H9 1.089
2 O -1.1059 -0.5671 1.8125  C1 1.364, H10 0.975
3 C -0.3272 0.3608 -0.1886  C1 1.611, C4 1.581, N7 1.332, H11 1.092
4 C 0.8156 -0.7309 -0.2091  C3 1.581, C5 1.537, H12 1.080, H13 1.090
5 C 0.1723 -2.1252 -0.2852  C4 1.537, O6 1.398, H14 1.081, H15 1.086
6 O -0.9022 -2.1552 -1.1791  C5 1.398, H16 0.964
7 N 0.1473 1.4600 -0.7716  C3 1.332, H17 1.042
8 H -1.6398 1.3438 1.2396  C1 1.083
9 H 0.0037 1.1699 1.8603  C1 1.089
10 H -1.5094 -0.5089 2.6978  O2 0.975
11 H -1.2012 0.0205 -0.7474  C3 1.092
12 H 1.3787 -0.6129 -1.1227  C4 1.080
13 H 1.4948 -0.6442 0.6387  C4 1.090
14 H 0.9471 -2.8212 -0.5747  C5 1.081
15 H -0.1612 -2.4714 0.6889  C5 1.086
16 H -0.7513 -2.7446 -1.9267  O6 0.964
17 H 1.0738 1.7322 -0.3801  N7 1.042
18 H 1.5084 4.2664 -1.2663  H19 0.743
19 H 0.8548 4.3607 -1.6073  H18 0.743

**HOMO level**: -14.7 eV
**2S+1**: 1
**Net charge**: +1
**Orbital gap**: 6.275 eV

iii | A cluster of 2 separate species, C4H12NO2 in total, computed with ωB97M-V with the def2-TZVPD basis set.

Bonds (Å) are listed after each position.
Geometry (Å):
1 C 1.2586 0.9752 -0.6905  C4 1.540, H8 1.032, H9 1.128, H10 1.146
2 C -0.5423 1.7191 1.7701  N5 1.511, H11 1.134, H12 1.084, H13 1.157
3 C -0.2500 -3.1743 -1.3822  O6 1.294, H14 1.056, H15 1.049
4 C -0.1573 0.4060 -0.4814  C1 1.540, N5 1.548, O7 1.365
5 N -0.4868 0.4021 1.0311  C2 1.511, C4 1.548, H16 0.994, H17 0.997
6 O -0.8951 -3.1914 -0.2610  C3 1.294, H18 0.966
7 O -1.1156 1.0140 -1.2393  C4 1.365, H19 0.987
8 H 1.3082 2.0035 -0.7568  C1 1.032
9 H 1.9860 0.6584 0.1108  C1 1.128
10 H 1.7887 0.3947 -1.5248  C1 1.146
11 H 0.5630 1.9729 1.7925  C2 1.134
12 H -1.0063 2.4938 1.1704  C2 1.084
13 H -0.9142 1.6437 2.8628  C2 1.157
14 H 0.0828 -2.3144 -1.8960  C3 1.056
15 H 0.3281 -3.9434 -1.8006  C3 1.049
16 H 0.0575 -0.3879 1.2894  N5 0.994
17 H -1.3517 -0.0813 0.9235  N5 0.997
18 H -1.3345 -4.0518 -0.2740  O6 0.966
19 H -0.7311 1.8853 -1.4967  O7 0.987

**HOMO level (alpha / beta)**: -14.0 / -10.3 eV
**2S+1**: 1
**Net charge**: +1
**Orbital gap (alpha / beta)**: 10.935 / 5.118 eV

iv | A cluster of 2 separate species, C4H12NO2 in total, computed with ωB97M-V with the def2-TZVPD basis set.

Bonds (Å) are listed after each position.
Geometry (Å):
1 C -0.1543 1.9306 -0.8407  C2 1.519, H7 1.089, H8 1.083, H9 1.083
2 C -0.1982 0.7857 0.1568  C1 1.519, C3 1.532, N6 1.523, H10 1.086
3 C -0.7384 -0.4839 -0.5090  C2 1.532, C4 1.582, H11 1.100, H12 1.111
4 C -2.2940 -0.2855 -0.7205  C3 1.582, O5 1.181, H13 1.099
5 O -3.0887 -1.0166 -0.2421  C4 1.181
6 N 1.1382 0.4872 0.8228  C2 1.523, H14 1.024, H15 1.045, H16 1.026
7 H 0.4275 2.8130 -0.5768  C1 1.089
8 H 0.4241 1.5132 -1.6561  C1 1.083
9 H -1.1254 2.3595 -1.0570  C1 1.083
10 H -0.8932 1.0599 0.9444  C2 1.086
11 H -0.1007 -0.7937 -1.3496  C3 1.100
12 H -0.6968 -1.3532 0.1814  C3 1.111
13 H -2.4182 0.6262 -1.3212  C4 1.099
14 H 1.4278 1.0318 1.6399  N6 1.024
15 H 1.3627 -0.5064 1.0536  N6 1.045
16 H 1.8718 0.6649 0.1284  N6 1.026
17 H 1.5281 -3.0248 0.3692  O19 0.959
18 H 1.8563 -3.2686 1.7932  O19 0.968
19 O 1.6713 -2.5393 1.1836  H17 0.959, H18 0.968

**HOMO level**: -13.7 eV
**2S+1**: 1
**Net charge**: +1
**Orbital gap**: 10.243 eV

Which of them is the least stable? Correct choice: ii.

i | A cluster of 14 separate species, H28O14 in total, computed with ωB97M-V with the def2-TZVPD basis set.

Bonds (Å) are listed after each position.
Geometry (Å):
1 O -4.3155 1.1826 2.0971  H2 0.954, H3 0.963
2 H -3.7967 1.8792 1.7020  O1 0.954
3 H -3.8493 1.1123 2.9371  O1 0.963
4 O -0.0500 3.5604 1.0898  H5 0.926, H6 1.054
5 H -0.2786 2.7263 0.7582  O4 0.926
6 H 0.0256 3.2643 2.0980  O4 1.054
7 O -0.3168 0.2315 -3.7487  H8 0.907, H9 1.004
8 H 0.0360 -0.1578 -4.4884  O7 0.907
9 H 0.4226 0.2654 -3.0699  O7 1.004
10 O 3.9893 -1.0371 -0.1845  H11 0.950, H12 0.968
11 H 4.8876 -0.7690 -0.0295  O10 0.950
12 H 3.8293 -1.5873 0.5952  O10 0.968
13 O 3.1021 2.9739 -1.7070  H14 0.882, H15 1.041
14 H 3.2696 2.1503 -1.9741  O13 0.882
15 H 2.2042 3.0338 -1.1834  O13 1.041
16 O 2.2469 -2.2386 -2.0874  H17 0.954, H18 1.068
17 H 1.8092 -2.8625 -1.5141  O16 0.954
18 H 3.0320 -1.9242 -1.4355  O16 1.068
19 O -0.9383 0.4512 -1.4388  H20 0.958, H21 1.008
20 H -0.5846 -0.4003 -1.7005  O19 0.958
21 H -1.3611 0.8081 -2.2813  O19 1.008
22 O 1.3357 -1.4314 -4.3634  H23 0.930, H24 0.944
23 H 1.4538 -1.5226 -3.4451  O22 0.930
24 H 0.7107 -1.9819 -4.8067  O22 0.944
25 O -1.3264 3.3914 -3.0043  H26 1.017, H27 0.860
26 H -1.5017 3.2714 -2.0093  O25 1.017
27 H -0.8176 2.7689 -3.3087  O25 0.860
28 O -2.4857 -1.3730 1.2578  H29 0.984, H30 0.973
29 H -2.7571 -0.7275 1.9496  O28 0.984
30 H -3.3240 -1.7827 0.9824  O28 0.973
31 O -0.7730 -4.7679 0.4139  H32 0.987, H33 1.053
32 H -1.2472 -4.3677 1.1812  O31 0.987
33 H 0.1148 -5.0150 0.9242  O31 1.053
34 O 0.6461 1.4705 2.3548  H35 1.001, H36 0.954
35 H 0.1350 0.6746 2.0274  O34 1.001
36 H 1.5133 1.2491 2.0239  O34 0.954
37 O 0.0805 -2.6641 3.9853  H38 0.850, H39 0.908
38 H 0.7079 -2.4543 4.5198  O37 0.850
39 H -0.7918 -2.6407 4.2358  O37 0.908
40 O -1.9751 1.6095 3.5472  H41 0.895, H42 0.927
41 H -1.7083 2.1175 4.2343  O40 0.895
42 H -1.3534 1.5131 2.8658  O40 0.927

**HOMO level**: -10.7 eV
**2S+1**: 1
**Net charge**: 0
**Orbital gap**: 10.113 eV

ii | A cluster of 14 separate species, H28O14 in total, computed with ωB97M-V with the def2-TZVPD basis set.

Bonds (Å) are listed after each position.
Geometry (Å):
1 O 1.9446 2.7627 3.1211  H2 0.923, H3 0.958
2 H 1.3695 2.1003 2.8339  O1 0.923
3 H 1.6662 2.7631 4.0380  O1 0.958
4 O 1.4538 1.1186 -2.3189  H5 0.972, H6 0.977
5 H 1.5246 1.1563 -3.2877  O4 0.972
6 H 0.8730 0.3403 -2.2167  O4 0.977
7 O -2.6759 -2.0146 -0.9625  H8 0.967, H9 0.914
8 H -2.9850 -1.7436 -0.0870  O7 0.967
9 H -3.1869 -2.7721 -0.9958  O7 0.914
10 O -3.0662 -0.4716 1.3790  H11 0.957, H12 0.952
11 H -3.5827 0.3337 1.3635  O10 0.957
12 H -2.1536 -0.2335 1.2507  O10 0.952
13 O 1.2931 3.5669 0.0374  H14 0.951, H15 0.931
14 H 2.1201 3.9291 -0.2621  O13 0.951
15 H 1.2455 2.7603 -0.4242  O13 0.931
16 O -0.7302 2.6913 1.8491  H17 0.975, H18 0.970
17 H -0.5787 3.4102 2.4904  O16 0.975
18 H -0.0248 2.8797 1.2107  O16 0.970
19 O -0.5062 -0.2599 0.7040  H20 0.978, H21 0.999
20 H -0.1617 -1.0038 0.1700  O19 0.978
21 H 0.3002 0.3265 0.7705  O19 0.999
22 O 2.0605 0.6858 0.8884  H23 0.979, H24 0.967
23 H 2.5795 0.3998 0.1088  O22 0.979
24 H 2.6648 0.6164 1.6407  O22 0.967
25 O -1.1626 2.1048 -0.8799  H26 0.964, H27 0.942
26 H -1.0657 2.3195 -1.8151  O25 0.964
27 H -1.0103 1.1997 -0.6675  O25 0.942
28 O -0.1111 -0.1212 3.3551  H29 0.926, H30 0.944
29 H -0.6795 0.4516 3.8094  O28 0.926
30 H -0.5104 -0.3237 2.5243  O28 0.944
31 O 0.3979 -2.9157 -0.0070  H32 0.959, H33 0.974
32 H -0.2654 -3.3583 0.5249  O31 0.959
33 H 1.1273 -2.6254 0.5695  O31 0.974
34 O 2.5668 -2.1055 -1.9847  H35 0.962, H36 0.948
35 H 2.1473 -2.2571 -2.8371  O34 0.962
36 H 1.8787 -2.2737 -1.3541  O34 0.948
37 O -0.6446 -0.6371 -2.3124  H38 0.940, H39 0.950
38 H -0.8443 -0.9949 -3.1583  O37 0.940
39 H -1.4612 -0.8398 -1.8702  O37 0.950
40 O -0.2526 -3.6976 -2.4813  H41 0.952, H42 0.956
41 H -0.9611 -4.2106 -2.8578  O40 0.952
42 H -0.5926 -3.0571 -1.8589  O40 0.956

**HOMO level**: -10.3 eV
**2S+1**: 1
**Net charge**: 0
**Orbital gap**: 10.298 eV

Which of them is the least stable? Correct choice: i.

i | A cluster of 14 separate species, H28O14 in total, computed with ωB97M-V with the def2-TZVPD basis set.

Bonds (Å) are listed after each position.
Geometry (Å):
1 O 2.3040 0.7718 0.8955  H2 0.984, H3 0.964
2 H 1.6114 1.4558 1.0407  O1 0.984
3 H 3.1326 1.2639 0.8758  O1 0.964
4 O -2.7474 -2.5480 0.1629  H5 0.964, H6 0.961
5 H -2.0567 -3.1569 0.4467  O4 0.964
6 H -2.5313 -1.7170 0.5941  O4 0.961
7 O -2.8518 0.5810 1.8253  H8 0.963, H9 0.968
8 H -3.0720 1.3846 2.3077  O7 0.963
9 H -2.3775 0.0421 2.4748  O7 0.968
10 O -1.8128 -0.7425 -2.7817  H11 0.973, H12 0.974
11 H -1.2679 -1.4113 -2.3326  O10 0.973
12 H -2.4346 -0.4309 -2.1001  O10 0.974
13 O 2.6233 -1.2604 -2.1366  H14 0.968, H15 0.971
14 H 2.0659 -0.4771 -2.0223  O13 0.968
15 H 3.1680 -1.3229 -1.3350  O13 0.971
16 O -0.3122 2.7067 -1.6540  H17 0.967, H18 0.966
17 H -1.1932 3.0692 -1.4896  O16 0.967
18 H 0.3007 3.4318 -1.4753  O16 0.966
19 O 1.1946 0.8688 -3.2661  H20 0.967, H21 0.962
20 H 0.3680 1.0773 -2.8092  O19 0.967
21 H 1.6755 1.7013 -3.2973  O19 0.962
22 O -0.2119 -2.8107 -1.4692  H23 0.962, H24 0.966
23 H 0.4788 -3.4580 -1.6412  O22 0.962
24 H 0.2419 -2.0497 -1.0832  O22 0.966
25 O 0.2244 2.5818 1.2273  H26 0.977, H27 0.965
26 H -0.1604 2.9110 0.3922  O25 0.977
27 H 0.4751 3.3668 1.7303  O25 0.965
28 O 3.9664 -1.5762 0.3947  H29 0.969, H30 0.963
29 H 3.2568 -1.0570 0.8021  O28 0.969
30 H 3.9392 -2.4158 0.8651  O28 0.963
31 O -3.2885 0.7445 -0.8642  H32 0.961, H33 0.985
32 H -3.2342 1.6812 -1.0731  O31 0.961
33 H -3.2359 0.6908 0.1180  O31 0.985
34 O -0.8100 0.6575 3.7216  H35 0.963, H36 0.966
35 H -0.2866 0.5603 4.5237  O34 0.963
36 H -0.1811 0.9008 3.0299  O34 0.966
37 O 1.1772 -2.3394 1.7309  H38 0.975, H39 0.962
38 H 0.6717 -1.6921 1.2057  O37 0.975
39 H 1.3351 -1.9023 2.5733  O37 0.962
40 O -0.0815 -0.4057 0.0582  H41 0.976, H42 0.967
41 H 0.7038 0.1649 0.1569  O40 0.976
42 H -0.7667 0.1600 -0.3226  O40 0.967

**HOMO level**: -9.8 eV
**2S+1**: 1
**Net charge**: 0
**Orbital gap**: 8.690 eV

ii | A cluster of 14 separate species, H28O14 in total, computed with ωB97M-V with the def2-TZVPD basis set.

Bonds (Å) are listed after each position.
Geometry (Å):
1 O -2.4330 22.3890 -2.8420  H2 0.935, H3 0.974
2 H -2.0860 21.6010 -3.2060  O1 0.935
3 H -2.3680 22.9560 -3.6310  O1 0.974
4 O -3.1110 21.6030 -6.4340  H5 0.972, H6 0.975
5 H -3.1490 22.1280 -7.2510  O4 0.972
6 H -2.9530 20.6680 -6.6590  O4 0.975
7 O -7.2100 22.9650 -2.5880  H8 0.952, H9 0.928
8 H -7.0980 22.0220 -2.6590  O7 0.952
9 H -7.9930 23.2180 -2.1600  O7 0.928
10 O -4.9490 19.7900 -8.2440  H11 0.967, H12 0.959
11 H -5.5600 20.1910 -7.6110  O10 0.967
12 H -5.1570 18.8600 -8.3520  O10 0.959
13 O -4.9290 21.4780 -4.6180  H14 0.946, H15 0.950
14 H -4.7190 22.3340 -4.2730  O13 0.946
15 H -4.2870 21.5510 -5.3150  O13 0.950
16 O -7.7160 23.0130 -5.3050  H17 0.975, H18 0.963
17 H -8.6690 23.1680 -5.4410  O16 0.975
18 H -7.4610 23.0170 -4.3760  O16 0.963
19 O -5.3110 18.3920 -5.6630  H20 0.928, H21 0.951
20 H -5.5470 19.1720 -5.2200  O19 0.928
21 H -5.3440 17.6610 -5.0560  O19 0.951
22 O -3.1810 24.3020 -5.0400  H23 0.947, H24 0.976
23 H -3.9840 24.4250 -4.5540  O22 0.947
24 H -2.4330 24.7800 -4.6350  O22 0.976
25 O -0.5570 22.3280 -5.2590  H26 0.989, H27 0.943
26 H -1.4440 21.8970 -5.3320  O25 0.989
27 H 0.0170 21.6190 -5.0210  O25 0.943
28 O -2.6130 18.8990 -5.9410  H29 0.996, H30 0.936
29 H -2.2570 17.9760 -5.8260  O28 0.996
30 H -3.5380 18.7750 -6.0180  O28 0.936
31 O -5.6620 24.7880 -3.6480  H32 0.930, H33 0.973
32 H -6.1550 24.0520 -3.3650  O31 0.930
33 H -6.4490 25.3140 -3.8740  O31 0.973
34 O -6.8990 20.6990 -6.6190  H35 0.934, H36 0.923
35 H -6.5330 21.5390 -6.4380  O34 0.934
36 H -7.5170 20.9140 -7.2700  O34 0.923
37 O -4.2300 19.5660 -2.7350  H38 0.953, H39 0.949
38 H -5.1540 19.3320 -2.7130  O37 0.953
39 H -4.1800 20.4430 -3.0950  O37 0.949
40 O -6.9290 19.9850 -3.5870  H41 0.984, H42 0.953
41 H -7.7930 19.9380 -4.0560  O40 0.984
42 H -6.3830 20.4980 -4.1760  O40 0.953

**HOMO level**: -10.5 eV
**2S+1**: 1
**Net charge**: 0
**Orbital gap**: 10.298 eV

Which of them is the least stable? Correct choice: ii.

i | A cluster of 2 separate species, C3H11NO in total, computed with ωB97M-V with the def2-TZVPD basis set.

Bonds (Å) are listed after each position.
Geometry (Å):
1 C -0.2562 2.5847 -0.6278  O2 1.348, H3 1.119, H4 1.107, H5 1.133
2 O 0.6360 1.5834 -0.4872  C1 1.348
3 H 0.1812 3.6130 -0.6939  C1 1.119
4 H -0.8456 2.5867 -1.5645  C1 1.107
5 H -1.0250 2.6507 0.2019  C1 1.133
6 C 0.6056 -0.8326 1.3788  N7 1.484, H9 1.090, H10 1.083, H11 1.097
7 N -0.2995 -1.6071 0.4941  C6 1.484, C8 1.487, H12 1.020, H13 1.017
8 C -0.1647 -1.2192 -0.9350  N7 1.487, H14 1.102, H15 1.084, H16 1.097
9 H 0.4490 -0.8592 2.4566  C6 1.090
10 H 1.6026 -1.2314 1.2407  C6 1.083
11 H 0.6375 0.2179 1.0648  C6 1.097
12 H -1.2435 -1.4965 0.8632  N7 1.020
13 H -0.1185 -2.6050 0.5722  N7 1.017
14 H -0.1763 -0.1332 -1.1236  C8 1.102
15 H -0.8337 -1.7867 -1.5716  C8 1.084
16 H 0.8508 -1.4655 -1.2686  C8 1.097

**HOMO level**: -6.0 eV
**2S+1**: 1
**Net charge**: 0
**Orbital gap**: 5.694 eV

ii | A cluster of 2 separate species, C3H11NO in total, computed with ωB97M-V with the def2-TZVPD basis set.

Bonds (Å) are listed after each position.
Geometry (Å):
1 C -1.3445 -0.8864 0.3061  C2 1.495, H5 1.089, H6 1.086, H7 1.081
2 C -0.1782 -1.6267 -0.2658  C1 1.495, O3 1.432, H8 1.090, H9 1.089
3 O 1.0164 -0.8367 -0.2703  C2 1.432, C4 1.426
4 C 0.9912 0.1691 -1.2805  O3 1.426, H10 1.094, H11 1.091, H12 1.078
5 H -2.2650 -1.4097 0.0497  C1 1.089
6 H -1.3963 0.0603 -0.2241  C1 1.086
7 H -1.2230 -0.7594 1.3731  C1 1.081
8 H 0.0947 -2.5231 0.2904  C2 1.090
9 H -0.3670 -1.8841 -1.3065  C2 1.089
10 H 1.3665 -0.2933 -2.1986  C4 1.094
11 H 0.0408 0.6754 -1.4561  C4 1.091
12 H 1.6647 0.9370 -0.9350  C4 1.078
13 N -0.3024 2.7269 1.3166  H14 1.017, H15 1.016, H16 1.016
14 H -0.0491 2.8842 2.2888  N13 1.017
15 H -1.3049 2.8893 1.3055  N13 1.016
16 H -0.1438 1.7333 1.1775  N13 1.016

**HOMO level**: -9.8 eV
**2S+1**: 1
**Net charge**: 0
**Orbital gap**: 10.815 eV

Which of them is the least stable? Correct choice: i.